(1)
{"formula": "C15H15Cl3IIrNO3P", "method": "the ωB97M-V functional and the def2-TZVPD basis", "symbols": ["Ir", "I", "C", "C", "C", "C", "C", "C", "C", "C", "C", "C", "H", "H", "H", "H", "H", "H", "C", "O", "P", "O", "C", "O", "C", "H", "H", "H", "H", "H", "H", "H", "H", "H", "Cl", "C", "Cl", "Cl", "C", "N"], "coordinates": [[-0.3018, 0.1593, 1.1711], [-0.7019, 2.5713, 0.4475], [-1.2029, 1.9195, -1.4777], [-1.5921, 2.8221, -2.4569], [-1.9339, 2.3286, -3.7099], [-1.8782, 0.9619, -3.9663], [-1.4810, 0.0566, -2.9672], [-1.4193, -1.3271, -3.2101], [-1.0330, -2.2192, -2.1956], [-0.7153, -1.7513, -0.9389], [-0.7417, -0.3711, -0.6490], [-1.1346, 0.5464, -1.6734], [-1.6345, 3.8868, -2.2633], [-2.2427, 3.0139, -4.4882], [-2.1437, 0.5880, -4.9476], [-1.6807, -1.7100, -4.1896], [-1.0049, -3.2812, -2.4020], [-0.4563, -2.4647, -0.1617], [3.3942, 1.4333, -0.6976], [3.1011, 0.9419, 0.6546], [1.9421, 0.2094, 1.3209], [1.7457, 0.6943, 2.7801], [2.5700, 1.3944, 3.7986], [2.1185, -1.3249, 1.3748], [3.1530, -2.3018, 0.9749], [4.4268, 1.7609, -0.6635], [2.7340, 2.2696, -0.9069], [3.2714, 0.6234, -1.4106], [2.3886, 0.8742, 4.7316], [2.2275, 2.4220, 3.8398], [3.6141, 1.3354, 3.5072], [2.9614, -3.1813, 1.5779], [4.1334, -1.8877, 1.1909], [3.0346, -2.5122, -0.0831], [-5.1595, -0.2504, 3.9198], [-4.2613, -1.5833, 3.2106], [-3.6528, -2.6940, 4.4303], [-5.1904, -2.4165, 1.9689], [-3.0825, -0.9980, 2.5407], [-2.1715, -0.5385, 2.0186]], "atomic_forces_ev_per_a": [[-0.2, -0.3, 0.4], [0.1, -0.1, 0.0], [0.0, 0.1, 0.0], [0.0, 0.0, 0.1], [0.0, 0.0, 0.0], [0.0, 0.0, 0.0], [0.0, 0.1, 0.1], [0.0, -0.1, 0.0], [0.0, 0.0, 0.0], [0.0, 0.1, 0.1], [0.1, 0.0, -0.2], [0.0, -0.1, 0.0], [0.0, 0.0, 0.0], [0.0, 0.0, 0.0], [0.0, 0.0, 0.0], [0.0, 0.0, 0.0], [0.0, 0.0, 0.0], [0.0, 0.0, 0.0], [0.0, -0.1, 0.0], [0.2, 0.2, 0.0], [-0.7, -0.1, -0.1], [0.0, 0.4, 0.3], [0.1, -0.1, -0.1], [0.1, -0.4, -0.2], [0.1, 0.2, 0.0], [0.0, 0.0, 0.0], [0.0, 0.0, 0.0], [0.0, 0.0, 0.0], [0.0, 0.0, 0.0], [0.0, 0.0, 0.0], [0.0, 0.0, 0.0], [0.0, 0.0, 0.0], [0.0, 0.0, 0.0], [0.0, 0.0, 0.0], [0.0, 0.0, 0.0], [-0.1, 0.0, 0.1], [0.0, 0.0, 0.0], [0.0, 0.0, 0.0], [0.0, 0.1, 0.0], [0.2, 0.2, -0.2]], "e_tot_ev": -81196.9068, "mol_weight_g_mol": 713.74, "total_charge": 3, "gap_ev": [6.26, 5.99], "e_above_lowest_kcal_mol": 24.38, "multiplicity": 2}

=====

(2)
{"formula": "C5H12N2O", "method": "the ωB97M-V functional and the def2-TZVPD basis", "symbols": ["C", "C", "C", "N", "N", "C", "C", "O", "H", "H", "H", "H", "H", "H", "H", "H", "H", "H", "H", "H"], "coordinates": [[-0.2468, 1.3042, -0.2753], [-1.2936, 0.3082, -0.8591], [1.3382, -0.2575, 1.1866], [-0.8553, -1.0487, -0.6688], [-1.3562, -1.5381, 0.5525], [1.1073, 0.5611, -0.1955], [1.0294, -0.4637, -1.2451], [-0.6687, 1.8882, 0.9281], [-0.5802, 1.2348, 1.6322], [-0.1585, 2.1443, -0.9727], [-1.5277, -2.5347, 0.5177], [-1.9991, -0.9200, 1.0326], [-2.2758, 0.5086, -0.4181], [-1.3796, 0.4691, -1.9368], [1.9187, 1.2861, -0.2959], [1.0979, 0.2948, 2.0954], [2.4038, -0.4762, 1.2029], [0.8352, -1.2194, 1.1966], [1.4919, -1.4406, -1.2175], [1.1190, -0.1004, -2.2597]], "atomic_forces_ev_per_a": [[-0.5, 0.3, -0.4], [0.4, 0.3, 0.1], [0.4, 0.9, -1.3], [-0.4, -0.1, -2.2], [1.8, 0.3, -0.2], [0.1, -1.1, 2.3], [-1.3, -1.5, 1.1], [0.0, 0.2, 0.6], [0.0, 0.1, -0.1], [0.1, 0.0, 0.1], [-0.4, 0.5, 0.0], [0.1, -0.4, -0.1], [0.0, 0.0, 0.0], [0.1, 0.0, 0.0], [0.0, 0.0, -0.1], [0.0, 0.1, 0.0], [0.2, 0.1, 0.2], [-0.2, 0.3, -0.1], [0.4, 0.1, 0.7], [-1.0, 0.1, -0.4]], "e_tot_ev": -10403.1201, "mol_weight_g_mol": 116.16, "total_charge": 0, "gap_ev": [7.94, 7.94], "e_above_lowest_kcal_mol": 122.31}

=====

(3)
{"formula": "C53H56BrGeMnN4O5Se", "method": "the ωB97M-V functional and the def2-TZVPD basis", "symbols": ["Mn", "C", "O", "C", "C", "C", "C", "C", "C", "N", "N", "C", "C", "O", "C", "C", "C", "C", "C", "C", "C", "C", "H", "H", "H", "H", "H", "H", "H", "H", "H", "H", "H", "H", "H", "O", "H", "H", "Br", "O", "C", "O", "C", "C", "Ge", "C", "C", "C", "C", "C", "C", "C", "C", "C", "C", "C", "C", "C", "C", "C", "C", "C", "C", "H", "H", "H", "H", "H", "H", "H", "H", "H", "H", "H", "H", "H", "H", "H", "H", "H", "H", "H", "C", "C", "C", "C", "N", "C", "Se", "N", "C", "C", "C", "C", "C", "C", "C", "C", "C", "C", "H", "H", "H", "H", "H", "H", "H", "H", "H", "H", "H", "H", "H", "H", "H", "H", "H", "H", "H", "H", "H", "H"], "coordinates": [[-0.7987, 0.6693, 2.0799], [2.0815, 2.1376, 3.0293], [0.7471, 2.3206, 2.5546], [0.5179, 3.4013, 1.7502], [1.4334, 4.4205, 1.5624], [1.1078, 5.5099, 0.7671], [-0.1422, 5.5895, 0.1753], [-1.0641, 4.5762, 0.3624], [-0.7489, 3.4532, 1.1330], [-1.6226, 2.3703, 1.3439], [-2.7704, 2.5153, 0.7954], [-3.7545, 1.6030, 0.8627], [-3.6661, 0.3345, 1.5363], [-2.6325, -0.0128, 2.1771], [-4.7780, -0.5532, 1.4767], [-5.9165, -0.2248, 0.8169], [-6.0513, 1.0185, 0.1366], [-7.2266, 1.3538, -0.5641], [-7.3430, 2.5484, -1.2251], [-6.2834, 3.4652, -1.1926], [-5.1284, 3.1689, -0.5111], [-4.9775, 1.9396, 0.1593], [2.7702, 2.1023, 2.1880], [2.0826, 1.1878, 3.5542], [2.3459, 2.9362, 3.7284], [2.4123, 4.3647, 2.0155], [1.8346, 6.2990, 0.6230], [-0.4001, 6.4410, -0.4421], [-2.0429, 4.6274, -0.0877], [-4.6857, -1.5013, 1.9936], [-6.7509, -0.9178, 0.8090], [-8.0449, 0.6420, -0.5717], [-8.2485, 2.7836, -1.7703], [-6.3799, 4.4128, -1.7077], [-4.3100, 3.8720, -0.4787], [-1.8817, 0.1049, -1.2750], [-1.0416, 0.1340, -0.7652], [-2.3735, 0.8891, -1.0148], [-0.1067, -0.4224, 4.0469], [2.2814, 1.7998, -0.0809], [1.3434, 1.0901, -0.4718], [0.4471, 0.5640, 0.2631], [1.2699, 0.8360, -1.9776], [2.6232, 0.3694, -2.5104], [4.2133, 1.4717, -2.0422], [5.6321, 0.5538, -3.1255], [6.8906, 1.1470, -3.2360], [7.9289, 0.5267, -3.9137], [7.7302, -0.7159, -4.5010], [6.4867, -1.3220, -4.4083], [5.4529, -0.6904, -3.7273], [4.1066, 3.2467, -2.9233], [3.5701, 3.2884, -4.2103], [3.4900, 4.4750, -4.9225], [3.9450, 5.6570, -4.3554], [4.4968, 5.6320, -3.0835], [4.5837, 4.4373, -2.3804], [5.1411, 1.5760, -0.3014], [4.9743, 2.6622, 0.5541], [5.6923, 2.7531, 1.7372], [6.5606, 1.7338, 2.1038], [6.7026, 0.6263, 1.2817], [6.0086, 0.5578, 0.0808], [0.9927, 1.7900, -2.4358], [0.4967, 0.1025, -2.1982], [2.5990, 0.3383, -3.6032], [2.8270, -0.6448, -2.1554], [7.0581, 2.1168, -2.7762], [8.8987, 1.0061, -3.9819], [8.5390, -1.2108, -5.0249], [6.3175, -2.2922, -4.8606], [4.4908, -1.1850, -3.6641], [3.2172, 2.3691, -4.6670], [3.0708, 4.4781, -5.9217], [3.8718, 6.5886, -4.9027], [4.8613, 6.5491, -2.6355], [5.0448, 4.4407, -1.4019], [4.2464, 3.4240, 0.3059], [5.5661, 3.6186, 2.3780], [7.1179, 1.7997, 3.0303], [7.3543, -0.1874, 1.5766], [6.1438, -0.2991, -0.5701], [-1.5394, -4.2727, 6.5835], [-0.5944, -4.3505, 5.3850], [-1.3038, -4.6288, 4.0610], [-2.1763, -3.4542, 3.6312], [-2.8200, -3.6757, 2.3516], [-2.3784, -3.1633, 1.1707], [-0.7640, -2.3780, 0.9069], [-3.3351, -3.4307, 0.2290], [-3.3897, -2.9003, -1.1233], [-3.1299, -3.9678, -2.1889], [-1.6851, -4.4708, -2.2110], [-0.7259, -3.4578, -2.8303], [-4.3660, -4.1436, 0.8139], [-5.5504, -4.6499, 0.3023], [-6.3830, -5.3380, 1.1770], [-6.0432, -5.5122, 2.5161], [-4.8609, -4.9986, 3.0341], [-4.0322, -4.3087, 2.1642], [-0.9696, -4.1604, 7.5071], [-2.1434, -5.1799, 6.6669], [-2.2090, -3.4152, 6.5063], [0.1313, -5.1486, 5.5594], [-0.0419, -3.4117, 5.2964], [-1.9114, -5.5376, 4.1406], [-0.5558, -4.7904, 3.2816], [-1.5571, -2.5590, 3.5433], [-2.9656, -3.2615, 4.3611], [-2.6699, -2.0860, -1.1974], [-4.3895, -2.4765, -1.2569], [-3.3770, -3.5303, -3.1608], [-3.8097, -4.8097, -2.0237], [-1.6427, -5.4058, -2.7773], [-1.3659, -4.6912, -1.1888], [-1.0077, -3.2426, -3.8643], [0.2961, -3.8396, -2.8209], [-0.7388, -2.5257, -2.2660], [-5.8196, -4.5169, -0.7367], [-7.3127, -5.7495, 0.8055], [-6.7133, -6.0610, 3.1652], [-4.5967, -5.1379, 4.0742]], "atomic_forces_ev_per_a": [[1.8, -0.7, -0.8], [0.1, -0.1, 0.1], [0.1, 0.6, -0.2], [-0.4, -0.3, 0.1], [0.1, 0.2, -0.1], [0.0, -0.1, 0.1], [0.0, 0.1, -0.1], [0.1, -0.4, 0.1], [0.5, 0.9, -0.2], [-1.3, 0.7, -0.4], [0.5, 0.5, 0.1], [-0.3, -0.7, 0.2], [0.8, 0.7, 0.0], [-1.5, -0.4, 0.0], [-0.9, -0.3, -0.2], [0.4, -0.3, 0.3], [0.0, 0.6, -0.3], [0.1, -0.2, 0.1], [-0.1, 0.1, -0.1], [0.0, -0.1, 0.0], [-0.1, 0.0, -0.1], [0.0, -0.1, 0.0], [0.0, 0.0, 0.0], [-0.1, 0.0, 0.0], [0.0, 0.0, 0.0], [0.0, 0.0, 0.0], [0.0, 0.0, 0.0], [0.0, 0.0, 0.0], [0.0, 0.0, -0.1], [0.0, 0.0, 0.0], [0.0, 0.0, 0.0], [0.0, 0.0, 0.0], [0.0, 0.0, 0.0], [0.0, 0.0, 0.0], [0.0, 0.0, 0.0], [0.1, -0.1, -0.1], [-0.2, 0.1, 0.0], [0.0, 0.0, 0.0], [0.6, -0.6, 1.6], [0.0, 0.0, 0.0], [0.0, 0.1, 0.0], [-0.3, -0.1, -0.1], [0.2, -0.1, 0.2], [0.1, 0.3, 0.3], [0.2, -0.2, -0.3], [-0.1, 0.1, 0.1], [0.0, 0.1, 0.0], [0.1, 0.0, 0.0], [0.0, 0.0, 0.0], [0.0, 0.0, 0.0], [-0.1, 0.1, 0.0], [-0.1, -0.3, 0.2], [0.0, -0.1, 0.0], [0.0, 0.0, -0.1], [0.0, 0.0, 0.0], [0.0, 0.1, 0.0], [0.0, 0.0, 0.0], [-0.3, 0.0, -0.2], [0.0, 0.0, 0.0], [0.0, 0.1, 0.0], [0.0, 0.0, 0.0], [0.0, 0.0, 0.1], [0.0, 0.0, -0.1], [-0.1, 0.0, -0.1], [0.0, 0.1, -0.1], [0.1, -0.1, 0.0], [0.0, 0.0, -0.1], [0.0, 0.0, 0.0], [0.0, 0.0, 0.0], [0.0, 0.0, 0.0], [0.0, 0.0, 0.0], [0.0, 0.0, 0.0], [0.0, 0.0, 0.0], [0.0, 0.0, 0.0], [0.0, 0.0, 0.0], [0.0, 0.0, 0.0], [0.0, 0.0, 0.0], [0.0, 0.0, 0.0], [0.0, 0.0, 0.0], [0.0, 0.0, 0.0], [0.0, 0.0, 0.0], [0.1, 0.0, 0.0], [0.1, 0.0, -0.1], [-0.1, -0.1, 0.0], [0.0, 0.1, 0.0], [0.2, -0.2, 0.2], [-0.2, 0.1, -0.1], [0.2, 0.0, -0.2], [0.2, -0.1, -0.3], [-0.1, 0.0, 0.2], [0.1, -0.1, -0.3], [0.1, 0.0, 0.2], [0.0, 0.1, -0.1], [-0.1, -0.1, 0.1], [0.0, -0.1, 0.1], [0.0, 0.1, 0.0], [0.0, 0.0, 0.0], [0.0, 0.0, 0.0], [0.0, 0.0, 0.0], [-0.1, 0.0, -0.1], [-0.1, 0.0, 0.0], [0.0, 0.0, 0.0], [0.0, 0.0, 0.0], [0.1, 0.0, 0.0], [0.1, 0.0, 0.0], [0.0, 0.0, 0.0], [0.0, 0.0, 0.0], [-0.2, 0.0, 0.0], [0.0, 0.1, 0.0], [0.0, 0.1, 0.1], [0.0, 0.1, 0.0], [-0.1, 0.0, 0.0], [0.0, 0.0, 0.0], [0.0, 0.0, 0.0], [0.0, 0.0, 0.0], [0.0, 0.0, 0.0], [0.0, 0.0, 0.0], [0.0, 0.1, 0.0], [0.0, 0.0, 0.0], [0.0, 0.0, 0.0], [0.0, 0.0, 0.0], [0.0, 0.0, 0.0]], "e_tot_ev": -295299.9231, "mol_weight_g_mol": 1115.47, "total_charge": -1, "gap_ev": [6.34, 6.45], "e_above_lowest_kcal_mol": 25.26, "multiplicity": 6}

=====

(4)
{"formula": "C11H10F9NOPt", "method": "the ωB97M-V functional and the def2-TZVPD basis", "symbols": ["C", "C", "C", "C", "C", "Pt", "N", "C", "C", "H", "H", "H", "H", "H", "H", "H", "H", "H", "H", "F", "C", "F", "F", "C", "O", "C", "F", "F", "F", "C", "F", "F", "F"], "coordinates": [[-0.5519, 1.0660, -3.2039], [0.8185, 0.9860, -2.8034], [0.9690, 1.6072, -1.5079], [-0.3205, 2.1525, -1.1649], [-1.2430, 1.8212, -2.1724], [-0.5157, -0.2811, -1.1866], [-2.6719, 0.3511, -0.6332], [0.3622, -2.1668, -1.4813], [1.5525, -1.4308, -1.4529], [1.9017, 1.7155, -0.9830], [1.6457, 0.5588, -3.3861], [-0.5054, 2.8098, -0.3286], [-2.2849, 2.1416, -2.2381], [-0.9640, 0.7040, -4.1412], [2.0219, -1.1639, -2.4158], [0.1405, -2.9202, -0.7482], [-2.7330, -0.6009, -0.2046], [2.2628, -1.4314, -0.6267], [-0.1751, -2.3139, -2.4357], [1.3687, -2.2817, 2.7253], [1.3049, -0.9207, 2.7426], [1.2984, -0.5220, 4.0607], [2.4511, -0.4478, 2.1785], [0.0313, -0.4248, 1.9124], [0.1379, -0.9619, 0.6565], [-1.2955, -0.9023, 2.6165], [-1.5142, -0.2608, 3.8198], [-2.3923, -0.6745, 1.8707], [-1.2585, -2.2388, 2.8783], [0.0419, 1.1290, 1.9236], [0.1815, 1.7200, 3.1603], [1.0716, 1.5985, 1.1675], [-1.1362, 1.5829, 1.4020]], "atomic_forces_ev_per_a": [[0.5, 0.5, 0.7], [-0.2, 0.4, -0.5], [-1.1, 0.2, -1.2], [0.8, 0.2, -0.2], [0.1, 0.1, -1.6], [0.2, 1.9, -0.4], [-0.2, -0.8, 0.3], [0.9, -0.9, -1.4], [0.2, -1.4, -1.3], [-0.1, 0.0, 0.1], [-0.7, 0.2, 0.3], [-0.1, -0.3, -0.1], [0.6, -0.3, 0.2], [0.0, 0.1, 0.3], [-0.6, 0.1, 0.7], [-0.2, 0.3, 0.6], [-0.2, 0.3, -0.2], [-0.7, 0.0, 0.1], [0.7, -0.3, 0.2], [0.1, 1.4, 0.0], [0.0, -0.4, 0.6], [0.0, -0.5, -1.6], [-1.0, -0.4, 0.5], [0.4, -0.5, 0.2], [-0.1, 0.2, 3.1], [-0.3, -0.3, 1.4], [0.3, -0.7, -1.3], [0.7, -0.2, 0.3], [0.0, 1.2, -0.3], [-0.1, 1.2, 0.5], [-0.2, -0.8, -1.5], [-0.9, -0.2, 0.8], [1.1, -0.2, 0.7]], "e_tot_ev": -42803.2879, "mol_weight_g_mol": 538.27, "total_charge": 0, "gap_ev": [7.61, 7.01], "multiplicity": 5}

=====

Please write out number 4 again, unchanged.
{"formula": "C11H10F9NOPt", "method": "the ωB97M-V functional and the def2-TZVPD basis", "symbols": ["C", "C", "C", "C", "C", "Pt", "N", "C", "C", "H", "H", "H", "H", "H", "H", "H", "H", "H", "H", "F", "C", "F", "F", "C", "O", "C", "F", "F", "F", "C", "F", "F", "F"], "coordinates": [[-0.5519, 1.0660, -3.2039], [0.8185, 0.9860, -2.8034], [0.9690, 1.6072, -1.5079], [-0.3205, 2.1525, -1.1649], [-1.2430, 1.8212, -2.1724], [-0.5157, -0.2811, -1.1866], [-2.6719, 0.3511, -0.6332], [0.3622, -2.1668, -1.4813], [1.5525, -1.4308, -1.4529], [1.9017, 1.7155, -0.9830], [1.6457, 0.5588, -3.3861], [-0.5054, 2.8098, -0.3286], [-2.2849, 2.1416, -2.2381], [-0.9640, 0.7040, -4.1412], [2.0219, -1.1639, -2.4158], [0.1405, -2.9202, -0.7482], [-2.7330, -0.6009, -0.2046], [2.2628, -1.4314, -0.6267], [-0.1751, -2.3139, -2.4357], [1.3687, -2.2817, 2.7253], [1.3049, -0.9207, 2.7426], [1.2984, -0.5220, 4.0607], [2.4511, -0.4478, 2.1785], [0.0313, -0.4248, 1.9124], [0.1379, -0.9619, 0.6565], [-1.2955, -0.9023, 2.6165], [-1.5142, -0.2608, 3.8198], [-2.3923, -0.6745, 1.8707], [-1.2585, -2.2388, 2.8783], [0.0419, 1.1290, 1.9236], [0.1815, 1.7200, 3.1603], [1.0716, 1.5985, 1.1675], [-1.1362, 1.5829, 1.4020]], "atomic_forces_ev_per_a": [[0.5, 0.5, 0.7], [-0.2, 0.4, -0.5], [-1.1, 0.2, -1.2], [0.8, 0.2, -0.2], [0.1, 0.1, -1.6], [0.2, 1.9, -0.4], [-0.2, -0.8, 0.3], [0.9, -0.9, -1.4], [0.2, -1.4, -1.3], [-0.1, 0.0, 0.1], [-0.7, 0.2, 0.3], [-0.1, -0.3, -0.1], [0.6, -0.3, 0.2], [0.0, 0.1, 0.3], [-0.6, 0.1, 0.7], [-0.2, 0.3, 0.6], [-0.2, 0.3, -0.2], [-0.7, 0.0, 0.1], [0.7, -0.3, 0.2], [0.1, 1.4, 0.0], [0.0, -0.4, 0.6], [0.0, -0.5, -1.6], [-1.0, -0.4, 0.5], [0.4, -0.5, 0.2], [-0.1, 0.2, 3.1], [-0.3, -0.3, 1.4], [0.3, -0.7, -1.3], [0.7, -0.2, 0.3], [0.0, 1.2, -0.3], [-0.1, 1.2, 0.5], [-0.2, -0.8, -1.5], [-0.9, -0.2, 0.8], [1.1, -0.2, 0.7]], "e_tot_ev": -42803.2879, "mol_weight_g_mol": 538.27, "total_charge": 0, "gap_ev": [7.61, 7.01], "multiplicity": 5}